No. 1
Entry from the Open Molecules 2025 dataset: a cluster of 10 separate species, C16H42N2O8 in total (ωB97M-V with the def2-TZVPD basis set).

Results
HOMO energy (eV): -7.872
ΔE to the lowest compared entry with this formula, charge and spin (eV): 1.554
Kohn-Sham gap (eV): 8.42
Structure (SMILES): c1cc[nH]c1.c1cc[nH]c1.CO.CO.CO.CO.CO.CO.CO.CO
Multiplicity: 1
Energy (Eh): -1346.0352

Each line ends with the Löwdin charge.
Positions of all 68 atoms, in Å:
C: 2.77327 -1.53122 -3.47966  -0.14
O: 1.85594 -2.53382 -3.10342  -0.14
H: 2.99555 -1.65905 -4.53908  0.09
H: 2.30299 -0.56204 -3.31345  0.06
H: 3.69039 -1.71738 -2.92080  0.09
H: 2.11407 -3.35230 -3.53359  0.08
C: 2.71749 3.45411 -0.83463  -0.16
O: 3.14712 2.15746 -0.92197  -0.11
H: 2.80959 3.88377 -1.83214  0.07
H: 1.63223 3.53445 -0.77254  0.06
H: 3.20956 4.07678 -0.08748  0.10
H: 3.52299 1.88762 -0.08084  0.10
C: -1.98395 -4.25772 -1.30374  -0.14
O: -3.36846 -4.58730 -1.47630  -0.13
H: -1.82270 -3.29024 -1.77920  0.07
H: -1.80622 -4.13032 -0.23590  0.05
H: -1.26870 -4.96101 -1.73026  0.08
H: -3.63840 -4.44599 -2.38668  0.07
C: 4.38023 2.93968 -4.22062  -0.16
O: 3.55298 1.85036 -3.82466  -0.13
H: 4.71562 2.62685 -5.20943  0.08
H: 3.77785 3.84462 -4.30018  0.07
H: 5.28477 3.08186 -3.62929  0.08
H: 3.26778 1.97436 -2.91644  0.02
C: 0.59304 0.35199 -1.27657  -0.15
O: -0.11611 -0.85694 -1.43287  -0.13
H: 0.93494 0.60508 -2.28014  0.07
H: -0.00704 1.06540 -0.71173  0.08
H: 1.49996 0.23575 -0.68321  0.05
H: 0.41275 -1.55182 -1.83166  0.04
C: -3.81344 -0.74804 -1.81231  -0.12
O: -4.89515 -0.12972 -1.04898  -0.15
H: -4.14906 -1.77260 -1.97274  0.07
H: -3.73058 -0.23408 -2.76995  0.08
H: -2.85463 -0.65792 -1.30176  0.05
H: -5.42724 -0.79979 -0.61369  0.06
C: 2.23811 -1.87523 1.20624  -0.19
O: 2.99506 -2.11647 2.34309  -0.09
H: 2.76370 -1.98540 0.25770  0.08
H: 1.30724 -2.43761 1.13325  0.07
H: 1.90277 -0.84156 1.29084  0.05
H: 3.29229 -3.02917 2.32806  0.08
C: 0.36753 0.80198 3.58240  -0.15
O: 1.57333 0.93500 2.85138  -0.11
H: 0.55797 0.58301 4.63306  0.08
H: -0.30567 1.65883 3.55554  0.06
H: -0.20321 -0.07628 3.28072  0.06
H: 1.29225 1.33194 2.02372  0.05
N: -2.94154 -1.60496 3.51142  0.03
C: -2.42320 -1.21637 2.28658  -0.15
C: -1.77680 -2.26189 1.62291  -0.11
C: -2.15800 -3.38861 2.32981  -0.11
C: -2.85920 -2.93114 3.44850  -0.18
H: -3.34913 -1.12516 4.30121  0.16
H: -2.30473 -0.17358 2.03176  0.08
H: -1.15128 -2.24606 0.74266  0.08
H: -1.84708 -4.40666 2.14731  0.09
H: -3.17621 -3.44665 4.34300  0.11
N: -2.57570 3.11656 2.50288  0.00
C: -1.92833 4.14801 3.11628  -0.10
C: -0.79401 4.47784 2.27222  -0.10
C: -0.79275 3.55436 1.30818  -0.17
C: -1.96719 2.80071 1.35117  -0.14
H: -3.42432 2.66562 2.81371  0.16
H: -2.27269 4.53891 4.06234  0.10
H: 0.04102 5.15148 2.39604  0.10
H: -0.08317 3.50306 0.49561  0.07
H: -2.30652 2.10468 0.59831  0.11

Cartesian forces (eV/Å) of the 6 atoms listed first:
0.3 -0.5 -0.4
-0.9 -0.5 0.3
0.1 0.4 -0.1
0.4 -0.1 0.1
0.2 0.7 0.1
-0.1 0.0 0.1


No. 2
Entry from the Open Molecules 2025 dataset: a cluster of 2 separate species, C5H12N2O3 in total (ωB97M-V with the def2-TZVPD basis set).

Results
HOMO energy (eV): -7.806
ΔE to the lowest compared entry with this formula, charge and spin (eV): 3.913
Kohn-Sham gap (eV): 8.46
Structure (SMILES): NC(N)=C(O)O.C/C=C/O
Multiplicity: 1
Energy (Eh): -532.8502

Each line ends with the Löwdin charge.
Positions of all 22 atoms, in Å:
C: -2.04523 -0.38847 -1.61763  -0.34
C: 2.53748 -1.19342 0.83582  -0.09
C: 2.33082 0.33051 0.55508  -0.16
C: 1.80217 1.28718 1.37217  -0.30
C: -1.58790 -0.07515 -0.43849  -0.43
N: -0.84570 -1.02856 0.29831  0.05
N: -1.58871 1.17650 0.18193  0.10
O: -1.81025 -1.67467 -2.22559  0.03
O: -2.83339 0.39035 -2.43864  0.04
O: 1.14009 2.39853 1.09669  0.00
H: 3.24505 -1.66627 0.17334  0.06
H: 2.52179 -1.36089 1.90219  0.07
H: 1.56720 -1.44415 0.37130  0.04
H: -0.04336 -0.49374 0.86520  0.10
H: 2.28382 0.59628 -0.51116  0.10
H: 2.13136 1.22168 2.45704  0.13
H: -1.42970 -1.28035 1.15540  0.11
H: -2.94152 -0.16629 -3.27675  0.15
H: -2.04450 1.89655 -0.39720  0.11
H: -1.24753 -2.12994 -1.60681  0.07
H: -1.98036 1.22976 1.06931  0.06
H: 0.83838 2.37456 0.17846  0.10

Cartesian forces (eV/Å) of the 6 atoms listed first:
-0.9 -2.1 -2.8
-1.8 2.7 -1.2
-0.7 1.0 -0.3
2.7 -2.8 1.8
0.9 0.4 1.6
1.2 0.1 3.7


No. 3
Entry from the Open Molecules 2025 dataset: a structure of composition C43H46BrIrN7O (ωB97M-V with the def2-TZVPD basis set).

Results
HOMO energy (alpha / beta) (eV): -14.973 / -15.525
ΔE to the lowest compared entry with this formula, charge and spin (eV): 0.196
Net charge: +3
Kohn-Sham gap (alpha / beta) (eV): 7.27 / 4.52
<S²>: 6.034
Multiplicity: 5
Energy (Eh): -4802.1277

Each line ends with the Mulliken spin population.
Positions of all 99 atoms, in Å:
Ir: 0.31925 0.54830 0.21670  2.17
C: -1.03259 3.89462 0.97081  0.00
C: -2.19657 3.57275 0.06684  -0.02
C: -2.86898 4.58754 -0.60274  -0.01
C: -3.93461 4.30866 -1.44263  0.01
C: -4.33157 2.99732 -1.62996  -0.01
C: -3.69428 1.94962 -0.97267  0.00
C: -4.13705 0.52869 -1.25559  0.01
C: -2.63254 2.26091 -0.11294  0.06
N: -1.94247 1.16441 0.51771  0.16
C: -2.55382 0.44954 1.37139  0.02
C: -3.85982 0.80022 2.00865  0.00
C: -1.90612 -0.87367 1.70996  0.09
C: -2.74835 -1.93820 2.32579  0.00
N: -0.68536 -1.03346 1.38310  -0.02
C: -0.00025 -2.29216 1.57736  0.10
C: 0.59447 -2.57702 2.80415  -0.03
C: 0.53840 -1.58880 3.94276  0.01
C: 1.24292 -3.80219 2.94459  0.00
C: 1.30946 -4.70210 1.89302  0.01
C: 0.71935 -4.38734 0.67903  -0.01
C: 0.04909 -3.17822 0.50281  -0.01
C: -0.66861 -2.86806 -0.79341  0.06
H: -0.90795 4.97309 1.06699  0.00
H: -0.09963 3.48604 0.56726  0.02
H: -1.16977 3.48485 1.97338  0.00
H: -2.55098 5.61463 -0.45504  0.00
H: -4.45555 5.11152 -1.95088  0.00
H: -5.15779 2.77213 -2.29748  0.00
H: -4.48115 0.44570 -2.28611  0.00
H: -4.98049 0.23407 -0.62416  0.00
H: -3.33641 -0.19961 -1.11211  0.00
H: -4.11307 1.84028 1.82722  0.00
H: -3.80676 0.62088 3.08520  0.00
H: -4.67302 0.17760 1.62615  0.00
H: -3.67967 -2.04762 1.76644  0.00
H: -3.02636 -1.65942 3.34702  0.00
H: -2.23052 -2.89201 2.35613  0.00
H: 0.97714 -0.62885 3.65691  -0.01
H: 1.08045 -1.96904 4.80688  0.00
H: -0.48881 -1.39326 4.26463  0.00
H: 1.68961 -4.05576 3.90110  0.00
H: 1.80665 -5.65709 2.02848  0.00
H: 0.73848 -5.10531 -0.13681  0.00
H: -0.28254 -3.48422 -1.60702  0.00
H: -0.57233 -1.81756 -1.07868  0.01
H: -1.73940 -3.07996 -0.71610  0.00
N: 3.32700 2.93346 2.15461  0.02
C: 2.81604 2.17594 1.17894  0.02
N: 1.63760 1.68494 1.51300  0.19
C: 1.36528 2.15040 2.80887  0.03
C: 0.27223 1.93970 3.64563  0.01
C: 0.29148 2.55086 4.88089  0.00
C: 1.37165 3.35830 5.28574  0.00
C: 2.45920 3.57037 4.46556  0.00
C: 2.42776 2.94503 3.22236  -0.02
H: 4.19652 3.43799 2.10948  0.00
H: 3.32754 1.99669 0.24625  0.00
H: -0.56159 1.31958 3.32934  0.02
H: -0.54399 2.41235 5.55908  0.00
H: 1.34582 3.82494 6.26388  0.00
H: 3.29142 4.19412 4.77337  0.00
C: 5.41930 -4.12574 -0.65137  -0.01
N: 4.33207 -3.20641 -1.00804  0.35
N: 3.95218 -2.21903 -0.22293  0.18
C: 2.77366 -1.66369 -0.79557  0.01
O: 2.23497 -0.69878 -0.28627  0.33
C: 2.49120 -2.41748 -1.98492  0.09
C: 3.46697 -3.35696 -2.08715  -0.07
C: 3.68430 -4.41395 -3.11120  0.01
C: 4.77318 -1.60880 0.78118  0.00
C: 4.18039 -1.26716 1.99042  0.02
C: 4.94456 -0.62484 2.94880  -0.02
C: 6.28239 -0.33492 2.69921  0.03
C: 6.86247 -0.68058 1.48155  -0.01
C: 6.10797 -1.31391 0.50977  0.04
H: 5.74073 -3.93117 0.36613  0.01
H: 6.26012 -3.99895 -1.33307  0.01
H: 5.04700 -5.14580 -0.72998  0.01
H: 1.65432 -2.26789 -2.65380  0.00
H: 2.94009 -4.32236 -3.89734  0.00
H: 3.60352 -5.41387 -2.67544  -0.01
H: 4.67602 -4.32555 -3.55964  0.00
H: 3.14738 -1.52959 2.17903  0.01
H: 4.50226 -0.37071 3.90491  0.00
H: 6.88050 0.15628 3.45805  0.00
H: 7.90345 -0.45379 1.28686  0.00
H: 6.55130 -1.55714 -0.45178  0.00
Br: 1.44242 4.27645 -5.44185  0.00
C: 1.07792 3.17095 -3.99014  0.01
C: -0.22515 2.95528 -3.57825  0.00
C: -0.45292 2.14076 -2.48707  0.04
N: 0.53674 1.54986 -1.79413  0.08
C: 1.80050 1.74707 -2.23148  0.01
C: 2.11290 2.54094 -3.31022  0.00
H: -1.05839 3.41007 -4.09668  0.00
H: -1.46507 1.95151 -2.16383  0.00
H: 2.58742 1.23438 -1.69262  0.01
H: 3.14239 2.66613 -3.62327  0.00

Cartesian forces (eV/Å) of the 6 atoms listed first:
-1.0 0.6 -0.1
-0.1 0.0 -0.1
0.3 0.1 0.2
0.1 0.1 0.0
0.0 0.1 0.0
-0.1 -0.1 -0.1